1.
A cluster of 6 separate species, C21H56ClN4O10 in total at a distorted geometry, computed with ωB97M-V with the def2-TZVPD basis set.

CARTESIAN COORDINATES (ANGSTROEM)
H  -0.08365  1.90628  3.42912
C  -2.76813  -2.03050  -4.01676
C  1.93152  0.52839  -2.22022
H  0.59291  -1.64976  -3.42089
H  4.38276  0.61020  -5.15087
H  3.03418  0.79550  2.31224
H  -0.48682  -3.72290  6.43476
H  -0.26801  -3.11054  -3.02790
H  -5.11263  -0.96864  -0.62182
C  -3.84964  -0.74146  0.63438
C  0.98705  2.05949  3.56419
H  0.19835  2.92099  -4.66768
H  0.96235  -1.99867  4.19236
H  -0.95746  5.85391  -4.08264
O  -0.89371  3.94925  -3.22574
H  -1.66956  -1.04062  0.53829
H  1.36864  1.12411  3.97350
O  -0.16140  -2.42212  1.99761
H  -1.27130  -1.79203  -1.57439
O  1.92957  -1.50236  1.53370
N  -4.11029  -0.97340  -0.74595
H  -1.39694  -0.58002  -4.20695
H  -3.88238  -1.76979  2.52748
H  0.07224  1.07014  0.22434
H  -0.18226  -2.58226  -4.70577
H  4.48357  -1.07028  -4.80008
Cl  1.00776  -2.57498  1.24440
H  2.21185  3.04412  -2.88537
H  -0.88688  2.10624  1.08015
H  -2.80219  -2.09120  -5.10453
H  -0.67994  3.56284  4.59823
C  -4.05839  -1.99479  1.47558
H  2.84729  -3.10458  3.93052
N  -1.43549  -0.91662  -2.05064
H  -6.04081  -1.56822  -4.48714
C  2.99052  1.86978  2.13308
C  -2.38888  -0.24567  0.73515
H  2.47042  4.03218  6.05962
O  -3.97420  -1.35263  -3.66933
C  -1.42651  4.87353  -4.16604
C  1.18436  2.76317  -2.65425
O  1.53597  -3.92316  1.31293
H  1.87664  -2.87308  6.76113
H  1.55022  -0.45366  -1.94044
H  -2.48904  5.01112  -3.96552
H  1.05638  4.29783  -3.89880
H  0.67871  1.05026  -3.60772
H  0.11807  -4.54845  4.92860
C  3.08113  0.47597  -3.18316
O  2.68662  -0.24314  -4.40587
O  0.64274  -2.28967  -0.16426
C  1.58158  -2.95460  5.71500
H  -0.97849  2.23514  -0.66486
H  3.60598  -0.52720  -6.30292
C  0.34787  3.48369  -3.74621
H  -3.85468  -1.94721  -0.82626
H  3.82726  2.39492  2.59372
H  3.79401  -0.12919  -2.62310
C  1.30352  3.27771  4.46783
H  -2.74934  -3.07008  -3.68962
H  -2.14234  0.07617  1.74695
H  -0.61912  -0.33333  -1.93486
H  3.37704  3.30531  4.86747
C  -5.11910  -2.04224  -4.14972
C  -0.28948  -2.23580  -3.67787
H  2.17281  0.89520  -1.22256
N  0.14367  3.78891  5.13736
H  3.68604  -3.27770  5.45167
H  -4.36010  0.12847  1.04760
H  -5.45116  -2.63403  -3.29670
H  0.98628  3.23129  -1.69003
C  2.44104  3.15981  5.40678
C  2.75434  -3.51258  4.93701
O  -2.13197  0.88235  -0.14877
C  -0.91654  1.52418  0.15903
H  0.92003  -4.78655  6.38904
C  0.38016  -4.01390  5.84166
O  1.10348  -1.80784  5.12255
H  -4.84208  -2.74093  -4.93913
H  0.02510  3.30649  6.01675
H  2.55049  -4.57471  4.80131
C  3.83224  -0.32467  -5.25607
H  -1.34331  4.46164  -5.17178
H  -3.27562  -2.75147  1.52868
H  3.23557  1.99132  1.07796
H  -5.08250  -2.36749  1.49538
H  1.66095  4.09591  3.84261
N  0.86592  1.35568  -2.66338
H  3.44844  1.45095  -3.50347
C  -1.49457  -1.34017  -3.43186
O  1.61735  2.30344  2.31325
H  2.38391  2.25304  6.00894

The calculation puts the lowest unoccupied orbital energy at 2.6 eV. The charge is -1. The value obtained for the orbital gap is 7.84 eV. The calculation puts the total energy at -2264.88125 Eh.


2.
The molecule C11H10 at a distorted geometry, computed with ωB97M-V with the def2-TZVPD basis set.

CARTESIAN COORDINATES (ANGSTROEM)
C  -0.26929  -1.85510  0.97879
H  -0.22519  -0.23335  2.74915
C  -1.13889  0.08069  -0.58828
H  3.04833  -0.00309  -2.92450
C  1.90766  0.03514  -0.84846
C  -0.10050  -0.46449  0.39133
H  0.69672  -2.54277  1.18622
C  2.52315  -0.09318  -1.87950
H  -3.08294  0.25833  -1.45859
H  2.43957  2.07592  3.17090
H  -0.27678  1.22173  -2.09288
H  -2.06281  -0.82931  -2.41712
C  2.04852  1.70674  2.25304
H  -1.51316  2.19253  -1.38389
H  -1.75439  -0.59015  2.06319
C  1.17904  0.18125  0.30961
C  1.62617  0.96777  1.38039
H  -1.09395  -2.47437  0.62309
C  -0.71035  -0.74552  1.82885
C  -2.05018  -0.05903  -1.78024
C  -1.19072  1.17028  -1.56112

The calculation puts the lowest unoccupied orbital energy (spin up / spin down) at -1.1 / 0.8 eV. The value obtained for the energy above the lowest of the compared OMol25 structures with the same formula, charge and spin is 237.8 kcal per mole. The value obtained for the orbital gap (spin up / spin down) is 6.03 / 8.47 eV. The calculation puts the total energy at -424.79102 Eh.


3.
A structure of composition C21H11BrCl3MoN3O2SbSe4 at a distorted geometry, computed with ωB97M-V with the def2-TZVPD basis set.

CARTESIAN COORDINATES (ANGSTROEM)
H  4.95074  3.98942  3.06492
Cl  2.22373  3.26428  3.57116
C  -1.06229  -1.84238  -4.62043
Br  0.31391  -2.18913  -7.08162
H  0.39467  2.09847  -1.28187
C  4.52410  0.19081  2.51759
N  -1.31232  -0.70021  1.72475
C  -1.47117  -0.05845  0.53403
Sb  0.35796  -1.45256  5.73671
C  -2.61079  -0.19355  -0.27954
C  -1.99570  -1.26919  -3.78053
H  -3.45183  0.89025  -5.94413
C  -2.62155  0.51722  -1.51502
C  -3.43852  -1.72743  1.36458
H  -4.51206  -1.20210  -0.42018
H  -2.09706  -1.63462  -2.76816
H  -4.18523  -2.41205  1.73855
H  -1.58833  1.89535  -2.76267
H  6.59437  0.17404  1.99186
C  -2.84871  -0.26656  -4.25471
C  -2.76711  0.13155  -5.58812
C  -0.39259  0.75675  0.17452
C  -2.28457  -1.51874  2.11325
Se  0.89076  -2.41635  3.08279
C  5.75303  0.77744  2.30138
N  -3.88910  0.29992  -3.48540
Cl  7.42244  2.87329  2.21534
N  -3.78906  0.52627  -2.27454
C  4.82621  2.92906  2.89900
C  3.59489  2.33933  3.09359
C  -1.80612  -0.41145  -6.41878
O  2.19532  0.41865  3.03526
C  5.89559  2.14520  2.48955
O  0.62273  0.74269  1.06338
H  -2.16024  -2.01417  3.06957
C  -0.43645  1.46430  -1.00274
Se  -1.65644  -2.64098  6.12255
C  -3.61351  -1.06303  0.16823
Mo  0.57863  -0.17589  2.69296
C  3.41767  0.96380  2.89585
Se  -0.65916  0.81371  4.36132
C  -0.96223  -1.39928  -5.93274
H  -1.72034  -0.08840  -7.44681
H  -0.41999  -2.63739  -4.26785
Se  2.43653  -0.72012  6.60455
C  -1.55222  1.33818  -1.83622
Cl  4.31144  -1.50597  2.33482

The calculation puts the lowest unoccupied orbital energy at -5.5 eV. The charge is +1. The value obtained for the energy above the lowest of the compared OMol25 structures with the same formula, charge and spin is 38.2 kcal per mole. The value obtained for the orbital gap is 5.30 eV. The calculation puts the total energy at -14990.15776 Eh.


4.
A cluster of 3 separate species, CH6NO4 in total at a distorted geometry, computed with ωB97M-V with the def2-TZVPD basis set.

CARTESIAN COORDINATES (ANGSTROEM)
H  -1.17235  -0.53268  -2.61476
O  -0.87490  2.84241  1.73270
O  0.90922  -0.92858  -1.05725
N  -1.25446  -0.50607  -1.60898
H  1.23855  -2.21294  0.59035
O  1.85183  -2.60348  1.22903
H  2.45095  -1.85463  1.33209
H  0.04575  3.14672  1.74628
H  -0.82210  2.20673  1.00601
C  -0.09487  -0.26641  -0.91669
O  -0.18577  0.70670  -0.08484
H  -2.09185  0.00221  -1.35395

The calculation puts the lowest unoccupied orbital energy (spin up / spin down) at 0.2 / -4.1 eV. Its multiplicity is 2. The value obtained for the energy above the lowest of the compared OMol25 structures with the same formula, charge and spin is 4.2 kcal per mole. The value obtained for the orbital gap (spin up / spin down) is 11.26 / 6.93 eV. The calculation puts the total energy at -397.35910 Eh. Its expectation value of S² is 0.756.


5.
A structure of composition C21H32F6NO3P2Pm at a distorted geometry, computed with ωB97M-V with the def2-TZVPD basis set.

CARTESIAN COORDINATES (ANGSTROEM)
C  1.33717  0.26654  -3.39857
C  -2.06884  0.91014  2.02521
C  -2.88616  -1.58774  2.80937
H  -0.43665  -2.42670  -2.95711
H  4.32450  0.33760  -5.08410
F  1.43561  3.00194  3.05944
H  1.88707  0.76518  -5.44174
H  5.13617  -0.45742  -2.86056
C  3.90967  2.36758  1.59087
H  -2.01303  -3.02558  -1.59639
C  -1.67292  2.31193  1.56050
F  4.55066  1.76306  0.54680
H  0.42800  4.11755  -1.03352
O  -2.49774  -3.59323  -0.78340
C  3.95811  0.27365  2.95714
H  -3.37340  2.21824  -0.90072
C  -1.20246  -2.64332  1.32488
C  3.61570  0.18780  -4.26596
N  -1.39515  -0.17154  1.57123
O  2.11532  0.80436  1.43984
H  0.27453  0.46589  -3.53380
C  -1.83259  -1.41703  1.90289
O  -1.26185  -2.19896  -2.48770
H  0.63269  -4.87656  0.39321
H  3.51491  -0.78571  -0.97470
F  1.42225  1.07629  4.09211
C  4.07395  -0.25473  -3.01722
H  0.59865  3.96104  0.73141
C  2.25025  0.43676  -4.46659
C  2.24420  1.99596  3.49912
H  3.35946  -0.44559  3.53286
H  -1.03321  -1.20622  -1.98042
H  4.67800  0.76653  3.60971
H  -0.81074  4.84941  0.04067
H  -2.35145  2.95980  -2.15759
P  -1.06712  2.44128  -0.19342
P  0.52073  -2.47019  0.73799
F  3.05060  2.50917  4.46575
H  -3.55330  1.70149  3.34310
H  -0.88797  2.71158  2.22937
F  4.86220  2.93086  2.38345
H  -3.44779  -3.38204  -0.82583
C  -3.50906  -0.47848  3.36792
C  3.16213  -0.43772  -1.95243
C  -3.09476  0.79111  2.96559
H  -2.90308  3.94886  -0.76521
H  -1.89670  -3.06285  0.36161
C  -0.12755  4.00089  -0.09274
H  0.11210  -4.00885  -1.09251
H  -1.21566  -3.45708  2.06085
C  1.47061  -2.81656  2.26782
C  0.78950  -3.98783  -0.22929
H  1.82414  -3.97567  -0.59949
H  -2.54876  2.97592  1.62061
C  1.83653  -0.14213  -2.18192
H  2.54110  -2.65292  2.06854
C  3.03809  1.29791  2.34231
H  -3.16976  -2.60315  3.07001
H  1.31295  -3.86182  2.57776
H  -4.30834  -0.59572  4.09723
C  -2.57678  2.94935  -1.08018
F  3.16468  3.37182  1.05921
H  -0.86980  -0.23938  -1.46056
Pm  0.66217  0.22729  0.01257
H  4.48336  -0.26277  2.15831
H  1.16788  -2.14169  3.08010

The calculation puts the lowest unoccupied orbital energy (spin up / spin down) at 0.2 / 0.2 eV. Its multiplicity is 5. The value obtained for the orbital gap (spin up / spin down) is 7.26 / 7.28 eV. The calculation puts the total energy at -2990.15887 Eh. Its expectation value of S² is 6.006.